C26H60NO14 | the ωB97M-V functional and the def2-TZVPD basis

## Properties
**M**: 610.76 g mol⁻¹
**HOMO level**: -10.30 eV
**E_tot**: -58076.7689 eV

The geometry in ORCA input format:
```
! RIJCOSX wB97M-V def2-TZVPD def2/J DEFGRID3
* xyz 1 1
C 1.1879 1.7692 -1.6891
C 2.2958 1.9602 -0.6570
O 3.3901 1.0327 -0.8271
C 3.1610 -0.1968 -0.3473
O 2.0779 -0.5875 0.0903
C 4.3765 -1.0998 -0.3675
C 4.1922 -2.3090 -1.2892
C 4.6581 -2.0744 -2.7200
N 3.5621 -1.7357 -3.7011
O 3.0339 -0.4866 -3.3504
C 2.4515 -2.7635 -3.7318
C 1.1911 -2.3768 -2.9723
O 0.6183 -3.6156 -2.6045
C 4.1797 -1.6886 -5.0736
C 3.2465 -1.0405 -6.0891
O 2.0699 -0.8755 -5.8992
O 3.8755 -0.6207 -7.2097
H 0.2236 1.6726 -1.2093
H 1.1508 2.6332 -2.3404
H 1.3633 0.8825 -2.2803
H 1.9168 1.8970 0.3539
H 2.7448 2.9360 -0.7728
H 5.2863 -0.5445 -0.5664
H 4.4598 -1.4711 0.6471
H 3.1632 -2.6425 -1.2166
H 4.7907 -3.1212 -0.8944
H 5.2033 -2.9189 -3.1226
H 5.3342 -1.2267 -2.7344
H 3.6538 0.1960 -3.6351
H 2.1934 -2.9935 -4.7542
H 2.8559 -3.6608 -3.2812
H 0.5288 -1.7982 -3.6022
H 1.4273 -1.8230 -2.0688
H -0.2837 -3.6571 -2.9159
H 5.1081 -1.1283 -5.0120
H 4.4348 -2.7005 -5.3639
H 4.5734 -1.2400 -7.4468
C -1.8976 -1.7923 2.1579
O -1.6033 -2.1992 0.8309
C -0.3273 -2.8018 0.7028
C -0.4230 -4.3080 0.6080
O -0.8876 -4.8832 1.8157
C -2.2560 -5.2497 1.7777
H -2.9483 -1.5102 2.1919
H -1.7240 -2.5995 2.8737
H -1.2932 -0.9220 2.4352
H 0.3225 -2.5137 1.5340
H 0.1192 -2.4187 -0.2178
H 0.5766 -4.7143 0.4176
H -1.0672 -4.5941 -0.2292
H -2.4031 -6.1228 1.1331
H -2.8832 -4.4270 1.4268
H -2.5521 -5.5119 2.7913
C 0.6928 1.1166 4.1200
O -0.7133 1.0692 4.2625
C -1.1299 0.4607 5.4779
C -1.5463 1.4871 6.5063
O -0.4487 2.2768 6.9310
C -0.4188 3.5626 6.3363
H 0.9138 1.7532 3.2636
H 1.1742 1.5358 5.0064
H 1.0967 0.1152 3.9274
H -0.3357 -0.1745 5.8805
H -1.9887 -0.1774 5.2461
H -1.9357 0.9655 7.3858
H -2.3447 2.1195 6.1065
H -1.2185 4.1920 6.7414
H -0.5134 3.5062 5.2483
H 0.5389 4.0172 6.5833
C -0.0457 -2.1988 -7.5439
O -1.1832 -2.9129 -7.9749
C -1.0846 -4.3020 -7.7037
C -1.8647 -4.6733 -6.4637
O -1.3113 -4.0656 -5.2985
C -2.0443 -2.9290 -4.8768
H -0.2689 -1.1351 -7.5859
H 0.2096 -2.4646 -6.5148
H 0.8123 -2.4031 -8.1972
H -0.0362 -4.5951 -7.5873
H -1.4932 -4.8418 -8.5621
H -1.8224 -5.7568 -6.3239
H -2.9130 -4.3872 -6.5789
H -3.0057 -3.2247 -4.4465
H -2.2124 -2.2283 -5.6973
H -1.4603 -2.4259 -4.1039
C -4.4005 9.4232 5.7863
O -4.5864 8.2983 4.9452
C -3.3745 7.6684 4.5690
C -3.1238 6.4121 5.3721
O -2.8863 6.6988 6.7405
C -4.0091 6.4563 7.5701
H -5.3797 9.7199 6.1568
H -3.7552 9.1885 6.6359
H -3.9698 10.2584 5.2239
H -2.5312 8.3572 4.6754
H -3.4612 7.3993 3.5113
H -2.2254 5.9190 4.9853
H -3.9640 5.7196 5.2633
H -4.1867 5.3802 7.6739
H -4.9088 6.9373 7.1802
H -3.7849 6.8683 8.5521
*
```

---

C26H61N19O33S | the ωB97M-V functional and the def2-TZVPD basis

## Properties
**M**: 1199.94 g mol⁻¹
**HOMO level**: -8.34 eV
**E_tot**: -134620.6918 eV

The geometry in ORCA input format:
```
! RIJCOSX wB97M-V def2-TZVPD def2/J DEFGRID3
* xyz 0 1
C 2.7956 -2.9936 1.3937
C 3.5479 -1.6934 1.0430
O 2.5781 -0.6793 0.7625
C 2.8687 0.5892 1.3112
C 1.9297 0.9661 2.4732
C 0.5106 1.1189 1.9861
C -0.2125 -0.0563 1.5756
C -1.4832 -0.0481 1.1016
N -2.1255 -1.2666 0.6826
C -2.1501 1.2202 1.0434
N -3.4069 1.4251 0.6402
S -3.6189 3.0256 0.8031
N -2.1904 3.5035 1.3396
C -1.4332 2.3957 1.4481
C -0.0932 2.3316 1.9070
H 1.7381 -2.8052 1.5739
H 3.2111 -3.4946 2.2700
H 2.8498 -3.7169 0.5783
H 4.0663 -1.8917 0.1039
H 4.2542 -1.4150 1.8249
H 3.9172 0.7035 1.5989
H 2.6748 1.3278 0.5230
H 2.2639 1.9466 2.8286
H 2.0014 0.2586 3.2995
H 0.3245 -0.9937 1.6373
H -1.7096 -2.0046 1.2383
H -1.8308 -1.4788 -0.2663
H 0.4215 3.2417 2.1915
C 6.1156 -1.6330 -3.0331
N 6.9250 -1.9263 -1.8208
O 8.1260 -1.7649 -1.8672
O 6.3092 -2.3121 -0.8443
H 6.7738 -1.2989 -3.8236
H 5.6080 -2.5507 -3.3147
H 5.4022 -0.8597 -2.7676
C -6.0706 -0.1958 -0.3821
N -7.3550 -0.2260 -1.1373
O -7.3120 -0.3946 -2.3398
O -8.3809 -0.0708 -0.5015
H -5.2562 -0.3392 -1.0805
H -6.0049 0.7698 0.0979
H -6.0975 -0.9913 0.3501
C -5.7458 1.9005 -3.0682
N -4.3412 1.5321 -3.3921
O -3.5193 1.6013 -2.5028
O -4.1156 1.1870 -4.5329
H -5.7902 2.1871 -2.0231
H -6.0210 2.7290 -3.7138
H -6.3651 1.0296 -3.2652
C -4.3986 -5.2935 -0.5624
N -3.8347 -3.9569 -0.2225
O -4.4252 -2.9826 -0.6270
O -2.8147 -3.9566 0.4374
H -5.2978 -5.1466 -1.1491
H -3.6430 -5.8304 -1.1278
H -4.6167 -5.8015 0.3721
C 9.5380 -1.8262 -5.8934
N 8.2263 -2.0113 -6.5643
O 8.2140 -2.2451 -7.7526
O 7.2356 -1.9204 -5.8619
H 10.3205 -1.9356 -6.6355
H 9.5459 -0.8291 -5.4617
H 9.6201 -2.5900 -5.1129
C 7.1714 -4.7819 1.7227
N 6.1381 -5.8494 1.7649
O 5.1798 -5.7273 1.0272
O 6.3157 -6.7674 2.5343
H 6.8696 -4.0371 0.9934
H 7.2306 -4.3517 2.7183
H 8.1147 -5.2404 1.4408
C -10.6785 2.2027 0.9766
N -10.1137 3.5118 1.4088
O -10.6248 4.5268 0.9915
O -9.1591 3.4746 2.1624
H -11.5140 2.3938 0.3138
H -9.8886 1.6544 0.4682
H -10.9969 1.6771 1.8718
C 2.5494 1.8994 -4.2098
N 3.4994 1.0249 -3.4699
O 4.5676 1.4993 -3.1366
O 3.1371 -0.1103 -3.2497
H 3.0053 2.8746 -4.3318
H 2.3584 1.4308 -5.1703
H 1.6390 1.9605 -3.6208
C -0.1213 -0.1298 6.6739
N 1.2955 -0.4556 6.3527
O 2.1194 -0.3397 7.2332
O 1.5247 -0.8169 5.2168
H -0.1758 0.1756 7.7120
H -0.4280 0.6731 6.0098
H -0.7091 -1.0250 6.4953
C -6.8711 6.1910 1.3822
N -5.4726 5.8366 1.0135
O -4.6207 5.9148 1.8767
O -5.2708 5.4889 -0.1307
H -6.8845 6.4801 2.4261
H -7.1704 7.0181 0.7460
H -7.4934 5.3172 1.2078
C -6.4027 2.3025 3.2468
N -6.6345 0.8417 3.3083
O -6.7266 0.3105 4.3942
O -6.7211 0.2858 2.2323
H -6.3473 2.6937 4.2559
H -5.4746 2.4617 2.7091
H -7.2375 2.7323 2.7043
C 11.9235 -5.0654 -2.9310
N 11.2739 -3.9416 -3.6537
O 11.9487 -2.9731 -3.9324
O 10.0934 -4.0663 -3.9205
H 12.9625 -4.8119 -2.7639
H 11.3978 -5.1939 -1.9921
H 11.8293 -5.9498 -3.5550
C 12.0722 -2.9281 1.5591
N 11.7136 -4.0055 0.5977
O 12.6063 -4.5107 -0.0519
O 10.5424 -4.3084 0.5227
H 13.1428 -2.7696 1.5122
H 11.5280 -2.0363 1.2626
H 11.7660 -3.2599 2.5465
C -12.2411 6.6985 -1.5111
N -12.6070 5.6561 -2.5084
O -11.7080 5.1255 -3.1263
O -13.7873 5.4082 -2.6314
H -11.1635 6.8097 -1.5097
H -12.7290 7.6219 -1.8079
H -12.5992 6.3614 -0.5433
C -3.2935 9.1560 2.8954
N -4.7174 9.1876 3.3254
O -4.9530 9.3189 4.5059
O -5.5523 9.0718 2.4512
H -2.6683 9.2664 3.7732
H -3.1255 8.1987 2.4088
H -3.1457 9.9772 2.2007
C 3.3592 -6.5088 -1.1737
N 2.9603 -7.5696 -2.1393
O 3.8326 -8.0881 -2.8039
O 1.7795 -7.8459 -2.1952
H 4.4299 -6.3706 -1.2332
H 2.8318 -5.6016 -1.4549
H 3.0654 -6.8388 -0.1830
*
```

---

| no. | strongest force on any atom (eV Å⁻¹) |
| --- | --- |
| 1 | 2.2 |
| 2 | 1.5 |